one) Formula: C4H7ClN2
Source: the Open Molecules 2025 dataset
Level of theory: the ωB97M-V functional and the def2-TZVPD basis

```
! wB97M-V def2-TZVPD RIJCOSX def2/J DEFGRID3
* xyz 0 1
C 0.3294 3.0845 -0.8587
N 0.3935 1.8035 -0.9039
N 0.6354 1.3217 0.5514
C 1.2855 0.0462 0.4265
C -0.1429 0.0633 0.6717
C -0.9510 -0.7687 -0.2927
Cl -0.6879 -2.4605 0.2426
H 0.1549 3.4072 -1.9123
H 0.5587 3.6999 -0.0881
H 2.1479 -0.0188 1.0373
H 1.6665 -0.2101 -0.5556
H -0.4513 -0.0124 1.7954
H -0.6718 -0.7624 -1.3273
H -2.0387 -0.7039 -0.2870
*
```

Results
molar mass: 118.6 g mol⁻¹
frontier orbital gap: 10.8185 eV
HOMO: -9.70 eV
structure (SMILES): C=NN1C[C@@H]1CCl


two) Formula: C4H7ClN2
Source: the Open Molecules 2025 dataset
Level of theory: the ωB97M-V functional and the def2-TZVPD basis

```
! wB97M-V def2-TZVPD RIJCOSX def2/J DEFGRID3
* xyz 0 1
C -3.0809 -0.7282 0.0022
N -1.8611 -0.6127 -0.2899
N -1.3356 0.5767 0.3843
C -0.5249 1.4260 -0.4776
C 0.1335 0.5921 0.5438
C 0.8693 -0.6475 0.0584
Cl 2.6228 -0.2448 -0.0739
H -3.6510 -1.4874 -0.4773
H -3.5698 -0.1049 0.6970
H -0.7587 2.4998 -0.2450
H -0.3975 1.1642 -1.5440
H 0.4897 0.9990 1.4580
H 0.5473 -0.9889 -0.8953
H 0.7467 -1.5220 0.8406
*
```

Results
molar mass: 118.6 g mol⁻¹
frontier orbital gap: 10.3257 eV
HOMO: -9.24 eV
structure (SMILES): C=NN1C[C@@H]1CCl


It is two) that is most stable; the runner-up trails by 0.878 eV.


one) Formula: C4H7ClN2
Source: the Open Molecules 2025 dataset
Level of theory: the ωB97M-V functional and the def2-TZVPD basis

```
! wB97M-V def2-TZVPD RIJCOSX def2/J DEFGRID3
* xyz 0 1
C 1.8933 -0.7467 0.5123
C 0.4601 -0.5905 0.2331
C -0.1136 0.2695 -0.5368
N -1.5335 0.3682 -0.6302
C -2.5395 0.1881 0.0075
N -3.6317 -0.2707 0.3067
H 1.9617 -1.1557 1.4971
H 2.3822 0.2476 0.2616
H 2.3685 -1.3763 -0.1750
H -0.2790 -1.2019 0.7600
H 0.2350 1.0858 -1.3040
H -4.5676 0.1502 0.4707
Cl -1.6247 3.9771 -1.0305
H -2.0430 2.9292 -0.5550
*
```

Results
molar mass: 118.6 g mol⁻¹
frontier orbital gap: 9.5076 eV
HOMO: -8.78 eV
structure (SMILES): C/C=C/N=C=N.Cl


two) Formula: C4H7ClN2
Source: the Open Molecules 2025 dataset
Level of theory: the ωB97M-V functional and the def2-TZVPD basis

```
! wB97M-V def2-TZVPD RIJCOSX def2/J DEFGRID3
* xyz 0 1
C -0.9090 1.3935 0.0427
C -0.5003 -0.1245 0.0896
Cl -1.9625 -1.0942 0.0147
C 0.4342 -0.5082 1.2005
N 1.7059 -1.0237 0.7070
N 1.7379 -1.0159 -0.5097
C 0.5979 -0.5550 -1.1896
H -1.9910 1.3747 0.1941
H -0.5728 1.5507 -1.0426
H -0.2826 2.0721 0.6415
H 0.5235 0.3658 1.9341
H 0.0562 -1.4243 1.8268
H 0.2644 -1.2974 -1.9548
H 0.8983 0.2864 -1.9545
*
```

Results
molar mass: 118.6 g mol⁻¹
frontier orbital gap: 10.0789 eV
HOMO: -9.25 eV
structure (SMILES): CC1(Cl)CN=NC1


It is one) that is most stable; the runner-up trails by 0.260 eV.


one) Formula: C4H6O2S2
Source: the Open Molecules 2025 dataset
Level of theory: the ωB97M-V functional and the def2-TZVPD basis

```
! wB97M-V def2-TZVPD RIJCOSX def2/J DEFGRID3
* xyz 0 1
C 1.2585 1.3115 -2.3119
S -0.3097 0.6981 -1.7072
C 0.1618 -0.1303 -0.2520
S 1.6379 -0.2089 0.3749
C -1.0719 -0.7641 0.3946
O -0.7385 -1.5825 1.5009
C -0.7446 -0.9109 2.6645
O -1.0568 0.2448 2.8322
H 1.0286 1.8401 -3.2630
H 1.7104 2.0458 -1.6198
H 1.9036 0.4366 -2.4924
H -1.7848 0.0091 0.7115
H -1.6298 -1.4156 -0.3126
H -0.3648 -1.5738 3.4802
*
```

Results
molar mass: 150.2 g mol⁻¹
frontier orbital gap: 8.8013 eV
HOMO: -8.93 eV
structure (SMILES): CSC(=S)COC=O


two) Formula: C4H6O2S2
Source: the Open Molecules 2025 dataset
Level of theory: the ωB97M-V functional and the def2-TZVPD basis

```
! wB97M-V def2-TZVPD RIJCOSX def2/J DEFGRID3
* xyz 0 1
C 2.1166 1.3206 0.0395
C 0.6046 -0.5972 0.0356
C -0.7059 -1.1257 0.5011
C -1.8753 -0.2875 -0.2661
H 2.6209 1.8938 1.1965
H 1.7761 2.2225 -0.8199
H 3.1573 0.6368 -0.4265
H -0.9243 -1.2333 1.6487
H -0.9328 -2.0708 0.0554
H -3.6967 -0.2163 -0.3285
O 1.0280 0.5127 0.6931
O -3.0662 -0.6184 0.2365
S 1.4660 -1.3527 -1.2329
S -1.5683 0.9156 -1.3326
*
```

Results
molar mass: 150.2 g mol⁻¹
frontier orbital gap: 8.8385 eV
HOMO: -8.77 eV


three) Formula: C4H6O2S2
Source: the Open Molecules 2025 dataset
Level of theory: the ωB97M-V functional and the def2-TZVPD basis

```
! wB97M-V def2-TZVPD RIJCOSX def2/J DEFGRID3
* xyz 0 1
C 0.2317 0.2953 2.8424
C -0.1614 -0.1072 1.4578
O -1.2449 -0.3144 0.8942
S 1.3967 -0.4682 0.4294
C 0.8610 -0.6304 -1.2171
S 0.6104 0.8431 -2.1107
C -1.1309 0.5656 -2.8005
O -1.8845 -0.3263 -2.3367
H 0.7455 1.3477 2.7223
H 1.0348 -0.4259 3.1669
H -0.5998 0.2427 3.5301
H -0.1521 -1.0659 -1.2516
H 1.5564 -1.3068 -1.6824
H -1.2628 1.3508 -3.6440
*
```

Results
molar mass: 150.2 g mol⁻¹
frontier orbital gap: 9.7115 eV
HOMO: -9.19 eV
structure (SMILES): CC(=O)SCSC=O


It is one) that is most stable; the runner-up trails by 0.729 eV.


one) Formula: C3H4N2S
Source: the Open Molecules 2025 dataset
Level of theory: the ωB97M-V functional and the def2-TZVPD basis

```
! wB97M-V def2-TZVPD RIJCOSX def2/J DEFGRID3
* xyz 0 1
C 0.3076 1.3373 -0.1736
C 0.8954 -0.0036 0.0918
S 2.3231 -0.4886 0.5706
N -0.2094 -1.2607 -0.2932
C -1.4499 -1.2242 0.1249
N -2.5591 -1.2120 0.4464
H 1.1446 2.0323 -0.3072
H -0.3547 1.2877 -0.9525
H -0.2825 1.6836 0.6678
H 0.1849 -2.1518 -0.1749
*
```

Results
molar mass: 100.1 g mol⁻¹
frontier orbital gap: 8.8057 eV
HOMO: -9.56 eV
structure (SMILES): CC(=S)NC#N


two) Formula: C3H4N2S
Source: the Open Molecules 2025 dataset
Level of theory: the ωB97M-V functional and the def2-TZVPD basis

```
! wB97M-V def2-TZVPD RIJCOSX def2/J DEFGRID3
* xyz 0 1
N 1.6268 0.9474 -2.8149
C 1.1178 0.5723 -1.8640
C 0.7161 0.0700 -0.5547
S 0.6477 1.3644 0.7871
C -0.6660 0.1196 0.2833
N -1.0487 -0.8949 1.1065
H 1.3093 -0.7810 -0.0856
H -1.5795 0.6936 -0.0478
H -0.2940 -1.4225 1.4928
H -1.8295 -0.6688 1.6972
*
```

Results
molar mass: 100.1 g mol⁻¹
frontier orbital gap: 9.8058 eV
HOMO: -9.34 eV
structure (SMILES): N#C[C@H]1S[C@@H]1N


three) Formula: C3H4N2S
Source: the Open Molecules 2025 dataset
Level of theory: the ωB97M-V functional and the def2-TZVPD basis

```
! wB97M-V def2-TZVPD RIJCOSX def2/J DEFGRID3
* xyz 0 1
C -0.1973 -1.0245 -0.4087
C -2.1934 0.7560 0.3454
C 1.9568 0.0596 -0.1336
N 0.9002 -0.6085 -0.1778
N -1.1118 0.8581 0.9179
S -3.5205 0.3746 -0.3155
H -0.5279 -2.0103 -0.6236
H 2.3893 0.3463 0.7804
H 2.5035 0.1409 -1.0395
H -0.1988 1.1078 0.6549
*
```

Results
molar mass: 100.1 g mol⁻¹
frontier orbital gap: 8.8718 eV
HOMO: -8.01 eV


It is two) that is most stable; the runner-up trails by 0.080 eV.


one) Formula: C2H3N3O2
Source: the Open Molecules 2025 dataset
Level of theory: the ωB97M-V functional and the def2-TZVPD basis

```
! wB97M-V def2-TZVPD RIJCOSX def2/J DEFGRID3
* xyz 0 1
O -1.9697 -0.4271 -1.4662
N -0.4978 -0.2179 -1.6112
C -0.1854 -0.0937 -0.2908
N -0.4014 -0.4925 0.9015
C 0.5302 -0.0975 1.6713
N 1.4898 0.7413 1.0313
O 1.0711 0.5359 -0.3065
H -2.4068 -0.3887 -0.4697
H 0.8760 -0.2982 2.7979
H 2.5159 0.7476 1.3194
*
```

Results
molar mass: 101.1 g mol⁻¹
frontier orbital gap: 8.0065 eV
HOMO: -8.15 eV
structure (SMILES): O/N=c1\nc[nH]o1


two) Formula: C2H3N3O2
Source: the Open Molecules 2025 dataset
Level of theory: the ωB97M-V functional and the def2-TZVPD basis

```
! wB97M-V def2-TZVPD RIJCOSX def2/J DEFGRID3
* xyz 0 1
N -4.0655 -0.3651 -0.0743
C -2.9309 -0.2175 0.0026
N -1.6512 -0.1291 0.2467
O -0.8114 -1.2990 -0.0902
C -0.9120 1.1608 0.0461
N 0.4851 0.8803 -0.0443
O -1.5115 2.1846 -0.0415
H -1.3735 -1.9481 0.3705
H 0.6944 -0.0707 0.1298
H 1.1129 1.6119 -0.2435
*
```

Results
molar mass: 101.1 g mol⁻¹
frontier orbital gap: 10.5995 eV
HOMO: -10.36 eV
structure (SMILES): N#CN(O)C(N)=O


three) Formula: C2H3N3O2
Source: the Open Molecules 2025 dataset
Level of theory: the ωB97M-V functional and the def2-TZVPD basis

```
! wB97M-V def2-TZVPD RIJCOSX def2/J DEFGRID3
* xyz 0 1
H -1.7137 1.7460 0.5633
N -1.1421 0.9214 0.4011
N -0.3012 1.0750 -0.5236
O -0.1825 2.0760 -1.2415
C 0.5959 0.0246 -0.7275
C 0.6261 -1.0659 0.0848
N 0.1300 -1.1478 1.3057
O -0.5766 -1.9105 1.8957
H 1.2350 0.1354 -1.5853
H 1.3290 -1.8543 -0.1727
*
```

Results
molar mass: 101.1 g mol⁻¹
frontier orbital gap (alpha / beta): 7.9255 / 7.8084 eV
HOMO (alpha / beta): -9.05 / -9.21 eV
structure (SMILES): [H]/N=[N+]([O-])/C=C\N=O


four) Formula: C2H3N3O2
Source: the Open Molecules 2025 dataset
Level of theory: the ωB97M-V functional and the def2-TZVPD basis

```
! wB97M-V def2-TZVPD RIJCOSX def2/J DEFGRID3
* xyz 0 1
H -0.7435 0.3797 2.5198
N 0.0335 0.1985 1.9190
C -0.0680 0.2247 0.6470
N 1.1325 0.5820 0.0920
O 1.1997 -0.0110 -1.2084
C -0.0948 -0.3242 -1.5505
O -0.4388 -0.7240 -2.6234
N -0.8905 -0.1047 -0.4137
H 1.6705 0.3149 0.9647
H -1.8005 -0.5359 -0.3464
*
```

Results
molar mass: 101.1 g mol⁻¹
frontier orbital gap: 10.4698 eV
HOMO: -9.89 eV
structure (SMILES): [H]/N=c1/[nH]oc(=O)[nH]1


It is four) that is most stable; the runner-up trails by 0.371 eV.


one) Formula: C2H3N3O2
Source: the Open Molecules 2025 dataset
Level of theory: the ωB97M-V functional and the def2-TZVPD basis

```
! wB97M-V def2-TZVPD RIJCOSX def2/J DEFGRID3
* xyz 0 1
H 2.1967 1.2157 0.9836
N 2.1822 0.1944 0.8398
C 1.0180 0.0182 0.3727
N 0.0940 1.1214 -0.0130
C -0.9589 0.4223 -0.3111
O -2.0270 0.8704 -0.9875
O -0.8981 -0.9078 -0.3113
N 0.3911 -1.1659 0.1063
H -2.4040 0.0800 -1.5191
H 0.4061 -1.8487 0.8397
*
```

Results
molar mass: 101.1 g mol⁻¹
frontier orbital gap: 9.6158 eV
HOMO: -9.41 eV
structure (SMILES): [H]/N=c1\nc(O)o[nH]1


two) Formula: C2H3N3O2
Source: the Open Molecules 2025 dataset
Level of theory: the ωB97M-V functional and the def2-TZVPD basis

```
! wB97M-V def2-TZVPD RIJCOSX def2/J DEFGRID3
* xyz 0 1
C 0.3281 -0.8434 -0.5730
C -0.5807 0.5135 0.9646
H 1.5492 -1.0900 -2.3651
H -0.5067 2.3522 1.2351
H -0.1692 1.0024 -1.1363
N 0.0903 -1.4933 0.5703
N -0.7744 1.4408 1.7232
N -0.0614 0.4393 -0.2748
O 0.6941 -1.6054 -1.5689
O -0.5693 -0.7161 1.4250
*
```

Results
molar mass: 101.1 g mol⁻¹
frontier orbital gap: 7.6229 eV
HOMO: -8.44 eV


three) Formula: C2H3N3O2
Source: the Open Molecules 2025 dataset
Level of theory: the ωB97M-V functional and the def2-TZVPD basis

```
! wB97M-V def2-TZVPD RIJCOSX def2/J DEFGRID3
* xyz 0 1
N -2.1736 -0.3394 -0.0345
N -1.0367 0.0118 -0.2090
C -0.3980 1.2111 -0.0778
N 0.8313 1.1436 0.2493
C 1.1255 -0.2300 0.0366
O 2.3401 -0.4932 -0.2121
O -0.0008 -0.9864 0.2210
H -2.9187 -0.7677 -0.6626
H -2.2501 -0.9708 0.8899
H -1.2575 1.9761 -0.0922
*
```

Results
molar mass: 101.1 g mol⁻¹
frontier orbital gap: 9.8734 eV
HOMO: -9.54 eV
structure (SMILES): Nn1cnc(=O)o1


four) Formula: C2H3N3O2
Source: the Open Molecules 2025 dataset
Level of theory: the ωB97M-V functional and the def2-TZVPD basis

```
! wB97M-V def2-TZVPD RIJCOSX def2/J DEFGRID3
* xyz 0 1
C 0.3478 2.4290 0.7052
C 0.8208 -2.4347 -0.1678
N -0.3019 1.5265 0.2952
N 1.0859 -1.4030 0.3983
N -1.1746 0.7391 0.0853
O 0.6531 -3.2957 -0.9398
O -1.4801 0.4331 -1.2550
H 1.3417 2.5778 0.7815
H 1.1135 -1.1881 1.3257
H -2.4063 0.6161 -1.2286
*
```

Results
molar mass: 101.1 g mol⁻¹
frontier orbital gap: 9.2483 eV
HOMO: -8.83 eV


It is one) that is most stable; the runner-up trails by 2.209 eV.